No. 1
{
  "formula": "C4H10I2N",
  "method": "ωB97M-V with the def2-TZVPD basis set",
  "e_tot_ev": -21989.59886,
  "orbital_gap_ev": 7.54,
  "e_homo_ev": -11.54,
  "charge": 1,
  "symbols": ["I", "I", "N", "C", "C", "C", "C", "H", "H", "H", "H", "H", "H", "H", "H", "H", "H"],
  "xyz": [[0.95059, 2.16505, 1.80743], [2.94666, -0.93412, 1.88062], [-0.96360, -0.44437, 0.38115], [-0.64845, -0.40006, -1.96718], [-1.02199, 0.17084, 1.49144], [2.14899, 0.83894, 0.68628], [-1.38490, 0.26226, -0.89640], [3.10806, -1.87743, 0.52721], [-2.48966, 0.01657, -1.04648], [-0.71246, -0.45550, 2.42320], [-1.31298, 1.33792, -0.71313], [-0.56393, -1.34307, 0.04860], [3.16779, 1.29519, 0.41347], [-1.28254, -0.08163, -2.90140], [-1.69762, 0.98400, 1.63496], [-0.64526, -1.43483, -1.80877], [0.40128, -0.09974, -1.96100]],
  "nbo_charge": [0.268, 0.475, -0.470, -0.632, 0.027, -0.834, -0.222, 0.129, 0.219, 0.244, 0.231, 0.441, 0.194, 0.256, 0.233, 0.201, 0.240]
}



No. 2
{
  "formula": "C4H10IP",
  "method": "ωB97M-V with the def2-TZVPD basis set",
  "e_tot_ev": -21697.09920,
  "orbital_gap_ev": [7.63, 7.62],
  "e_homo_ev": [-8.23, -8.23],
  "symbols": ["I", "P", "C", "C", "C", "C", "H", "H", "H", "H", "H", "H", "H", "H", "H", "H"],
  "xyz": [[3.25390, 0.38015, -2.65045], [2.24210, 1.73143, -0.79464], [-0.31366, 1.00002, -0.41921], [-0.28226, -0.05565, 0.59301], [0.36818, -1.35797, 0.13295], [-1.67953, -0.52688, 1.02537], [-2.12170, -0.90877, 0.21673], [0.22633, -2.03054, 0.99399], [0.23851, 0.26784, 1.42783], [-0.57536, 1.93720, -0.01747], [-0.59837, 0.78741, -1.37749], [-1.80463, -1.15723, 1.94197], [-2.27815, 0.38924, 1.29268], [1.78739, 2.69742, -1.66412], [0.13056, -1.85125, -0.79827], [1.40667, -1.30242, 0.09711]],
  "nbo_charge": [-0.149, 0.140, -0.268, -0.311, -0.605, -0.581, 0.197, 0.205, 0.207, 0.188, 0.185, 0.222, 0.194, -0.051, 0.215, 0.210]
}



No. 3
{
  "formula": "C4H10IP",
  "method": "ωB97M-V with the def2-TZVPD basis set",
  "e_tot_ev": -21696.78261,
  "orbital_gap_ev": [7.98, 7.11],
  "e_homo_ev": [-7.47, -7.53],
  "symbols": ["I", "P", "C", "C", "C", "C", "H", "H", "H", "H", "H", "H", "H", "H", "H", "H"],
  "xyz": [[2.67501, 1.59740, -0.90299], [2.27462, 0.27549, 1.01582], [-0.67966, -0.24485, -0.72483], [2.24597, -1.36718, 0.24767], [-0.64128, 0.52319, 0.57412], [-0.92650, 1.97309, 0.44036], [0.00214, 0.09728, -1.37923], [3.01610, -1.70450, -0.47897], [2.17523, -1.99065, 1.19547], [-0.97756, 0.00141, 1.46144], [-1.72214, 0.08546, -1.08081], [-0.71383, 2.20961, -0.49216], [-1.96104, 2.01639, 0.61723], [-0.48030, 2.44075, 1.26750], [1.26504, -1.43793, -0.30795], [-0.71784, -1.26369, -0.53397]],
  "nbo_charge": [-0.157, 0.363, -0.682, -1.018, -0.035, -0.680, 0.221, 0.247, 0.234, 0.182, 0.216, 0.211, 0.216, 0.231, 0.235, 0.215]
}



No. 4
{
  "formula": "C4H10N",
  "method": "ωB97M-V with the def2-TZVPD basis set",
  "e_tot_ev": -5786.63517,
  "orbital_gap_ev": 6.62,
  "e_homo_ev": -15.53,
  "charge": 1,
  "symbols": ["N", "C", "C", "C", "C", "H", "H", "H", "H", "H", "H", "H", "H", "H", "H"],
  "xyz": [[-1.44244, 0.20659, 0.02115], [1.29131, 0.22635, -1.22189], [0.92023, 0.31288, 1.24455], [1.64181, -0.50187, 0.16445], [-2.69419, -0.27031, -0.16866], [0.31477, 0.63963, -1.31952], [1.18579, 1.33982, 1.47729], [-3.28890, 0.33091, -0.86306], [2.74620, -0.57105, 0.34436], [1.42182, -0.24985, -2.16967], [-0.24555, 0.27304, 0.81510], [0.92973, -0.24359, 2.17190], [-3.10933, -1.16142, 0.33911], [1.20917, -1.52453, 0.17099], [1.97843, 1.11855, -1.22518]],
  "nbo_charge": [-0.037, -0.625, -0.353, -0.431, -0.055, 0.204, 0.254, 0.317, 0.274, 0.240, 0.252, 0.236, 0.282, 0.219, 0.223]
}



No. 5
{
  "formula": "C4H10N",
  "method": "ωB97M-V with the def2-TZVPD basis set",
  "e_tot_ev": -5791.00929,
  "orbital_gap_ev": 7.23,
  "e_homo_ev": -13.20,
  "charge": 1,
  "symbols": ["N", "C", "C", "C", "C", "H", "H", "H", "H", "H", "H", "H", "H", "H", "H"],
  "xyz": [[1.63995, 1.11714, -1.78784], [-0.35830, -0.05157, 0.66719], [-1.25422, -0.86672, 1.21434], [-2.61214, -0.55545, 1.70056], [2.53260, 0.21606, -1.66880], [-3.39920, -1.34331, 1.67796], [-3.10985, 0.10295, 0.97979], [0.70894, 0.93696, -1.39995], [3.60350, 0.29288, -1.85013], [-0.97299, -1.90368, 1.38344], [2.40377, -0.84758, -1.47239], [-2.65444, -0.35629, 2.77135], [2.05797, 2.03695, -1.92119], [-0.58644, 1.00673, 0.54046], [0.59164, -0.46328, 0.37821]],
  "nbo_charge": [-0.576, -0.503, -0.088, -0.698, 0.164, 0.245, 0.230, 0.475, 0.239, 0.203, 0.239, 0.254, 0.453, 0.194, 0.170]
}



No. 6
{
  "formula": "C4H10N",
  "method": "ωB97M-V with the def2-TZVPD basis set",
  "e_tot_ev": -5776.94211,
  "orbital_gap_ev": [11.21, 8.04],
  "e_homo_ev": [-20.59, -20.94],
  "multiplicity": 2,
  "charge": 2,
  "symbols": ["N", "C", "C", "C", "C", "H", "H", "H", "H", "H", "H", "H", "H", "H", "H"],
  "xyz": [[1.25096, 0.80755, -2.00744], [-2.47282, -0.35221, 1.20213], [-0.05423, -0.53411, 1.01132], [-1.16577, -1.06460, 1.57143], [2.45467, 0.97267, -1.56046], [-1.14703, -1.95570, 2.08105], [3.42397, 0.88551, -2.20345], [2.78726, 1.42023, -0.53577], [-3.27603, -1.01687, 1.69600], [1.02156, 0.07791, -2.75932], [0.87669, -0.97576, 1.15481], [-0.12216, 0.47950, 0.54016], [-2.47878, -0.28688, 0.15562], [0.33149, 1.12536, -1.42707], [-2.74471, 0.46332, 2.00355]],
  "nbo_charge": [-0.633, -0.732, -0.044, 0.165, 0.144, 0.246, 0.290, 0.265, 0.313, 0.484, 0.223, 0.185, 0.271, 0.451, 0.373]
}